{"formula": "C18H30N6OPd", "method": "ωB97M-V with the def2-TZVPD basis set", "symbols": ["Pd", "C", "C", "N", "C", "C", "N", "C", "C", "N", "C", "C", "N", "C", "C", "C", "C", "C", "C", "C", "N", "H", "H", "H", "H", "H", "H", "H", "H", "H", "H", "H", "H", "H", "H", "H", "H", "H", "H", "H", "H", "H", "H", "H", "C", "N", "C", "C", "O", "H", "H", "H", "H", "H", "H", "H"], "coordinates": [[0.179, 1.491, 0.965], [4.620, 2.117, 0.939], [3.153, 2.080, 0.676], [2.282, 1.716, 1.541], [2.549, 1.319, 2.924], [1.628, 0.167, 3.285], [0.208, 0.435, 2.901], [-0.602, 1.233, 3.875], [-0.551, 2.726, 3.600], [-0.883, 3.011, 2.182], [-2.323, 2.943, 1.819], [-2.545, 2.524, 0.339], [-1.256, 2.441, -0.340], [-0.921, 2.917, -1.483], [-1.841, 3.512, -2.485], [0.548, 2.900, -1.726], [1.195, 3.398, -2.845], [2.585, 3.436, -2.840], [3.289, 3.011, -1.717], [2.576, 2.519, -0.633], [1.246, 2.455, -0.677], [4.845, 2.922, 1.645], [5.197, 2.286, 0.036], [4.957, 1.180, 1.386], [2.400, 2.189, 3.566], [3.586, 1.005, 3.050], [1.690, -0.050, 4.353], [1.937, -0.728, 2.745], [-0.242, -0.474, 2.821], [-0.261, 1.039, 4.894], [-1.627, 0.867, 3.813], [0.436, 3.142, 3.791], [-1.252, 3.244, 4.260], [-0.496, 3.911, 1.909], [-2.767, 3.921, 2.009], [-2.812, 2.233, 2.482], [-3.197, 3.242, -0.157], [-3.029, 1.547, 0.290], [-2.887, 3.438, -2.206], [-1.704, 2.996, -3.439], [-1.583, 4.562, -2.648], [0.637, 3.768, -3.695], [3.120, 3.821, -3.699], [4.367, 3.075, -1.700], [-3.522, -8.088, -2.827], [-2.118, -8.361, -2.955], [-1.672, -9.648, -3.410], [-1.146, -7.342, -2.620], [-1.493, -6.265, -2.250], [-3.919, -8.712, -2.016], [-4.028, -8.402, -3.745], [-3.681, -7.038, -2.611], [-1.991, -9.778, -4.453], [-2.173, -10.429, -2.829], [-0.592, -9.736, -3.336], [-0.115, -7.686, -2.752]], "forces_ev_per_a": [[0.07, 0.31, 0.10], [0.00, -0.01, 0.00], [0.01, -0.02, -0.01], [-0.01, 0.04, 0.02], [0.00, -0.03, -0.01], [0.01, 0.01, 0.00], [0.00, -0.04, -0.02], [-0.01, 0.00, 0.00], [-0.01, -0.01, 0.01], [0.00, -0.01, 0.00], [0.00, 0.00, -0.01], [-0.01, 0.00, 0.01], [0.00, 0.01, 0.02], [-0.01, 0.00, 0.00], [0.00, 0.00, 0.00], [0.00, -0.01, -0.01], [0.00, 0.00, 0.00], [0.00, 0.00, 0.00], [0.00, 0.00, 0.00], [0.00, 0.01, 0.01], [-0.01, -0.04, -0.03], [0.00, 0.00, 0.00], [0.00, 0.00, 0.00], [0.00, 0.00, 0.00], [-0.01, 0.00, 0.00], [0.00, 0.01, 0.00], [0.00, 0.00, 0.00], [0.00, 0.00, 0.00], [0.01, 0.00, -0.01], [0.00, 0.00, 0.00], [0.00, 0.00, 0.00], [0.00, 0.00, 0.00], [0.00, 0.00, 0.00], [0.01, 0.00, 0.01], [0.00, 0.00, 0.00], [0.00, 0.00, 0.00], [0.00, 0.01, 0.00], [0.00, 0.00, -0.01], [0.00, 0.00, 0.00], [0.00, 0.00, 0.00], [0.00, 0.00, 0.00], [0.00, 0.00, 0.00], [0.00, 0.00, 0.00], [0.00, 0.00, 0.00], [0.00, 0.00, 0.00], [0.01, 0.00, 0.00], [0.00, 0.00, 0.00], [0.00, 0.00, -0.01], [-0.05, -0.22, -0.07], [0.00, 0.00, 0.00], [0.00, 0.00, 0.00], [0.00, 0.00, 0.00], [0.00, 0.00, 0.00], [0.00, 0.00, 0.00], [0.00, 0.00, 0.00], [0.00, -0.01, 0.00]], "charge": 4, "e_above_lowest_ev": 1.998, "s2": 6.03, "e_lumo_ev": [-12.057, -14.766], "spin_multiplicity": 5}